(1)
{"formula": "C73H62AsBaN2O5PS2", "method": "ωB97M-V with the def2-TZVPD basis set", "species": ["Ba", "O", "C", "C", "C", "C", "C", "C", "C", "C", "C", "O", "C", "C", "C", "C", "C", "C", "C", "C", "C", "C", "C", "C", "N", "C", "C", "C", "C", "C", "C", "C", "C", "C", "C", "C", "C", "H", "H", "H", "H", "H", "H", "H", "H", "H", "H", "H", "H", "H", "H", "H", "H", "H", "H", "H", "H", "H", "H", "H", "H", "H", "H", "H", "O", "S", "O", "O", "C", "C", "C", "C", "C", "C", "P", "C", "C", "C", "C", "C", "C", "C", "C", "C", "C", "C", "C", "H", "H", "H", "H", "H", "H", "H", "H", "H", "H", "H", "H", "H", "H", "S", "C", "C", "C", "C", "C", "C", "N", "C", "C", "C", "C", "C", "C", "C", "H", "H", "H", "H", "H", "H", "H", "H", "C", "As", "C", "C", "C", "C", "C", "C", "C", "C", "H", "H", "H", "H", "H", "H", "H", "H", "H", "H", "H", "H", "H"], "xyz": [[-2.00, 0.57, -0.36], [-1.51, 2.19, -1.57], [-0.56, 2.97, -2.09], [0.88, 2.57, -1.53], [1.31, 1.21, -1.91], [2.38, 1.03, -2.79], [2.79, -0.25, -3.09], [2.09, -1.32, -2.56], [1.00, -1.06, -1.72], [0.11, -2.16, -1.28], [-1.19, -2.03, -2.18], [-1.81, -0.89, -1.88], [-0.65, -2.10, -3.62], [-0.21, -3.29, -4.20], [0.33, -3.28, -5.47], [0.45, -2.10, -6.18], [-0.01, -0.92, -5.62], [-0.55, -0.92, -4.35], [-2.15, -3.21, -2.08], [-3.40, -2.99, -2.66], [-4.34, -4.00, -2.75], [-4.04, -5.26, -2.27], [-2.82, -5.49, -1.66], [-1.89, -4.47, -1.56], [0.68, 0.18, -1.36], [-0.75, 4.42, -1.59], [-1.05, 4.57, -0.23], [-1.28, 5.82, 0.31], [-1.23, 6.95, -0.50], [-0.94, 6.81, -1.84], [-0.69, 5.55, -2.38], [-0.55, 2.92, -3.62], [0.50, 3.35, -4.43], [0.43, 3.22, -5.81], [-0.69, 2.67, -6.41], [-1.75, 2.26, -5.61], [-1.67, 2.38, -4.24], [0.75, 2.61, -0.45], [1.62, 3.32, -1.83], [2.90, 1.88, -3.21], [3.66, -0.42, -3.72], [2.37, -2.34, -2.80], [-0.22, -2.02, -0.25], [0.60, -3.13, -1.43], [-0.28, -4.22, -3.65], [0.67, -4.22, -5.91], [0.89, -2.10, -7.17], [0.07, 0.02, -6.15], [-0.91, -0.02, -3.87], [-3.59, -2.00, -3.05], [-5.30, -3.81, -3.21], [-4.76, -6.07, -2.37], [-2.58, -6.48, -1.28], [-0.94, -4.68, -1.08], [-1.15, 3.68, 0.37], [-1.50, 5.92, 1.37], [-1.43, 7.92, -0.08], [-0.92, 7.68, -2.48], [-0.47, 5.47, -3.44], [1.39, 3.79, -4.00], [1.27, 3.54, -6.42], [-0.74, 2.57, -7.48], [-2.63, 1.82, -6.07], [-2.46, 2.04, -3.59], [-2.21, 1.81, 1.47], [-1.39, 1.42, 2.60], [-2.12, 0.83, 3.70], [-0.16, 0.68, 2.24], [-0.75, 2.96, 3.30], [-1.59, 3.72, 4.09], [-1.08, 4.81, 4.78], [0.26, 5.13, 4.65], [1.09, 4.38, 3.84], [0.59, 3.27, 3.15], [1.65, 2.17, 2.12], [2.99, 3.45, 1.86], [4.32, 3.45, 2.27], [5.20, 4.42, 1.83], [4.78, 5.41, 0.96], [3.46, 5.44, 0.56], [2.58, 4.47, 1.00], [2.36, 1.20, 3.50], [3.57, 0.54, 3.29], [4.16, -0.22, 4.29], [3.52, -0.37, 5.51], [2.28, 0.22, 5.71], [1.71, 1.00, 4.72], [-2.62, 3.42, 4.17], [-1.72, 5.40, 5.42], [0.67, 5.96, 5.21], [2.13, 4.65, 3.75], [4.67, 2.70, 2.97], [6.23, 4.41, 2.17], [5.48, 6.16, 0.60], [3.11, 6.20, -0.13], [1.54, 4.50, 0.69], [4.05, 0.62, 2.32], [5.12, -0.68, 4.12], [3.97, -0.95, 6.30], [1.76, 0.09, 6.65], [0.73, 1.44, 4.88], [-5.52, -2.82, 1.77], [-4.21, -2.91, 2.90], [-4.12, -3.65, 4.06], [-2.97, -3.53, 4.82], [-1.94, -2.69, 4.42], [-2.02, -1.96, 3.25], [-3.17, -2.05, 2.47], [-3.42, -1.39, 1.31], [-4.57, -1.63, 0.81], [-5.17, -1.05, -0.36], [-6.37, -1.61, -0.81], [-7.03, -1.10, -1.91], [-6.47, -0.02, -2.57], [-5.28, 0.52, -2.12], [-4.56, 0.06, -1.01], [-4.93, -4.30, 4.36], [-2.88, -4.11, 5.74], [-1.06, -2.59, 5.04], [-1.22, -1.31, 2.95], [-6.79, -2.47, -0.29], [-7.97, -1.54, -2.24], [-6.98, 0.41, -3.43], [-4.87, 1.36, -2.67], [2.60, -3.40, 3.97], [1.42, -2.34, 2.75], [0.40, -3.92, 2.16], [2.68, -2.24, 1.19], [3.57, -3.41, 1.00], [3.21, -4.48, 0.18], [4.05, -5.56, 0.00], [5.27, -5.61, 0.65], [5.64, -4.56, 1.48], [4.80, -3.47, 1.65], [2.95, -4.32, 3.49], [2.04, -3.67, 4.86], [3.46, -2.82, 4.27], [1.07, -4.75, 1.92], [-0.20, -3.68, 1.29], [-0.27, -4.24, 2.96], [3.26, -1.33, 1.33], [2.04, -2.10, 0.32], [2.26, -4.44, -0.33], [3.76, -6.36, -0.66], [5.94, -6.45, 0.51], [6.59, -4.59, 2.01], [5.11, -2.65, 2.28]], "e_lumo_ev": 3.791, "charge": -2, "e_above_lowest_kcal_mol": 39.3, "largest_force_ev_per_a": 5.2, "homo_ev": -1.71, "homo_lumo_gap_ev": 5.498}

***

(2)
{"formula": "C4H8NO2", "method": "ωB97M-V with the def2-TZVPD basis set", "species": ["O", "C", "C", "C", "N", "C", "O", "H", "H", "H", "H", "H", "H", "H", "H"], "xyz": [[-2.76, 0.75, 0.73], [-1.72, 0.15, 0.92], [-0.50, 0.22, 0.06], [0.37, 1.44, 0.41], [0.20, -1.10, 0.20], [1.20, -1.15, -1.04], [0.78, -0.80, -2.22], [-1.48, -0.40, 1.85], [-0.70, 0.42, -1.01], [-0.22, 2.35, 0.42], [0.71, 1.24, 1.43], [1.23, 1.34, -0.24], [-0.63, -1.68, 0.05], [1.50, -2.26, -0.96], [2.03, -0.53, -0.61]], "e_lumo_ev": 3.895, "charge": -1, "e_above_lowest_kcal_mol": 67.6, "largest_force_ev_per_a": 2.2, "smiles": "C[C@H](C=O)NC[O-]", "homo_ev": -2.96, "homo_lumo_gap_ev": 6.859}

***

(3)
{"formula": "C20H20N4O2", "method": "ωB97M-V with the def2-TZVPD basis set", "species": ["C", "C", "C", "C", "C", "H", "C", "C", "N", "C", "N", "H", "O", "C", "O", "C", "H", "H", "H", "C", "C", "C", "C", "C", "C", "C", "H", "H", "H", "H", "H", "H", "C", "C", "N", "C", "N", "H", "H", "H", "H", "H", "H", "H", "H", "H"], "xyz": [[3.33, 3.27, -0.07], [3.07, 2.24, -1.17], [3.45, 0.82, -0.77], [2.64, 0.24, 0.39], [1.17, -0.04, 0.03], [0.86, 0.61, -0.80], [0.92, -1.51, -0.35], [1.77, -1.96, -1.44], [2.39, -2.29, -2.33], [1.11, -2.32, 0.91], [1.93, -3.27, 0.97], [1.98, -3.74, 1.86], [0.32, -1.89, 1.92], [-0.48, -0.77, 1.58], [0.34, 0.28, 1.15], [-1.21, -0.32, 2.84], [-1.87, 0.51, 2.60], [-1.79, -1.15, 3.24], [-0.47, -0.01, 3.57], [-1.46, -1.24, 0.47], [-2.54, -0.27, 0.08], [-3.80, -0.78, -0.21], [-4.82, 0.07, -0.62], [-4.59, 1.43, -0.74], [-3.33, 1.93, -0.45], [-2.31, 1.09, -0.04], [-1.34, 1.50, 0.19], [-3.14, 2.99, -0.54], [-5.38, 2.09, -1.06], [-5.79, -0.34, -0.85], [-3.99, -1.84, -0.13], [-1.93, -2.16, 0.86], [-0.58, -1.65, -0.76], [-0.88, -3.02, -1.13], [-1.15, -4.11, -1.37], [-0.85, -0.82, -1.92], [-1.03, -0.17, -2.84], [3.11, -0.69, 0.73], [2.64, 0.93, 1.23], [3.35, 0.16, -1.64], [4.50, 0.81, -0.47], [2.02, 2.29, -1.46], [3.66, 2.51, -2.05], [2.67, 3.11, 0.78], [4.36, 3.20, 0.27], [3.15, 4.27, -0.44]], "e_lumo_ev": 0.508, "e_above_lowest_kcal_mol": 64.2, "largest_force_ev_per_a": 0.9, "smiles": "[H]/N=C1\\O[C@@]2(C)O[C@@H](CCCC)[C@]1(C#N)C(C#N)(C#N)[C@@H]2c1ccccc1", "homo_ev": -9.89, "homo_lumo_gap_ev": 10.399}

***

(4)
{"formula": "C56H53IN4O5P3S3Sc", "method": "ωB97M-V with the def2-TZVPD basis set", "species": ["Sc", "O", "S", "C", "C", "C", "C", "C", "C", "P", "C", "C", "C", "C", "C", "C", "C", "C", "C", "C", "C", "C", "C", "C", "C", "C", "C", "C", "P", "C", "C", "C", "C", "C", "C", "C", "C", "C", "C", "C", "C", "H", "H", "H", "H", "H", "H", "H", "H", "H", "H", "H", "H", "H", "H", "H", "H", "H", "H", "H", "H", "H", "H", "H", "H", "H", "H", "H", "H", "O", "N", "C", "C", "C", "C", "C", "S", "H", "H", "H", "H", "O", "S", "O", "O", "C", "N", "C", "C", "C", "N", "C", "C", "C", "N", "C", "C", "H", "H", "H", "H", "H", "H", "I", "C", "C", "P", "C", "C", "C", "C", "H", "H", "H", "H", "H", "H", "H", "H", "H", "H", "H", "H", "H", "H", "H"], "xyz": [[0.29, 0.55, -0.49], [-2.92, 2.63, -2.72], [-2.42, 1.28, -2.42], [-3.87, 0.58, -1.59], [-5.06, 0.44, -2.29], [-6.26, 0.39, -1.60], [-6.27, 0.54, -0.22], [-5.08, 0.66, 0.47], [-3.86, 0.63, -0.19], [-2.30, 0.66, 0.79], [-2.55, -0.62, 2.08], [-3.61, -1.52, 2.14], [-3.67, -2.47, 3.15], [-2.66, -2.55, 4.10], [-1.59, -1.67, 4.04], [-1.53, -0.72, 3.03], [-2.63, 2.21, 1.73], [-3.01, 3.33, 1.00], [-3.21, 4.55, 1.63], [-3.02, 4.65, 3.00], [-2.64, 3.54, 3.74], [-2.45, 2.32, 3.10], [-2.33, 0.45, -4.01], [-3.10, 0.95, -5.05], [-2.97, 0.40, -6.32], [-2.04, -0.61, -6.54], [-1.24, -1.07, -5.51], [-1.36, -0.54, -4.22], [-0.54, -1.23, -2.71], [0.99, -2.02, -3.33], [1.71, -1.51, -4.41], [2.92, -2.09, -4.78], [3.44, -3.15, -4.06], [2.71, -3.68, -2.99], [1.50, -3.12, -2.64], [-1.70, -2.68, -2.73], [-2.90, -2.60, -2.03], [-3.89, -3.55, -2.21], [-3.69, -4.61, -3.08], [-2.47, -4.73, -3.74], [-1.49, -3.77, -3.57], [-5.05, 0.40, -3.37], [-7.19, 0.27, -2.15], [-7.21, 0.56, 0.31], [-5.10, 0.79, 1.55], [-4.38, -1.51, 1.39], [-4.51, -3.15, 3.19], [-2.71, -3.28, 4.89], [-0.79, -1.73, 4.76], [-0.68, -0.06, 2.98], [-3.15, 3.27, -0.08], [-3.52, 5.41, 1.06], [-3.17, 5.61, 3.50], [-2.50, 3.62, 4.81], [-2.17, 1.46, 3.69], [-3.76, 1.78, -4.86], [-3.59, 0.76, -7.13], [-1.94, -1.04, -7.53], [-0.51, -1.85, -5.70], [1.31, -0.68, -4.97], [3.46, -1.69, -5.63], [4.39, -3.59, -4.34], [3.10, -4.52, -2.44], [0.91, -3.56, -1.84], [-3.05, -1.80, -1.32], [-4.82, -3.47, -1.66], [-4.46, -5.36, -3.23], [-2.29, -5.56, -4.40], [-0.56, -3.87, -4.11], [1.62, -0.96, -0.30], [1.80, -2.08, 0.41], [3.06, -2.41, 0.79], [3.30, -3.54, 1.51], [2.23, -4.37, 1.86], [0.96, -4.02, 1.47], [0.72, -2.84, 0.73], [-0.80, -2.36, 0.20], [3.83, -1.71, 0.50], [4.32, -3.76, 1.81], [2.40, -5.27, 2.43], [0.10, -4.61, 1.73], [4.46, -0.21, 9.45], [3.70, -0.48, 8.26], [4.46, -1.06, 7.16], [2.39, -1.09, 8.47], [3.07, 1.11, 7.61], [2.78, 2.14, 8.42], [2.07, 3.12, 7.89], [1.62, 3.11, 6.57], [2.03, 2.04, 5.80], [2.76, 1.06, 6.32], [1.70, 1.85, 4.37], [2.14, 0.67, 3.75], [1.82, 0.45, 2.43], [1.10, 1.31, 1.68], [0.72, 2.45, 2.27], [0.99, 2.75, 3.59], [1.84, 3.95, 8.55], [0.99, 3.90, 6.19], [2.71, -0.05, 4.33], [2.16, -0.45, 1.95], [0.17, 3.15, 1.66], [0.64, 3.68, 4.00], [-0.08, 3.30, -1.18], [1.89, 1.94, -4.14], [3.10, 1.43, -3.36], [2.87, 1.43, -1.52], [4.28, 0.36, -1.03], [5.69, 0.70, -1.52], [3.48, 3.11, -0.99], [3.46, 4.23, -2.02], [1.99, 1.70, -5.21], [1.78, 3.02, -4.05], [0.96, 1.49, -3.78], [3.99, 2.00, -3.61], [3.29, 0.38, -3.61], [4.01, -0.64, -1.37], [4.26, 0.35, 0.07], [5.74, 0.72, -2.61], [6.39, -0.06, -1.16], [6.03, 1.66, -1.14], [4.49, 2.97, -0.61], [2.85, 3.40, -0.15], [4.16, 4.05, -2.84], [3.76, 5.16, -1.54], [2.46, 4.38, -2.43]], "e_lumo_ev": -1.196, "e_above_lowest_kcal_mol": 82.7, "largest_force_ev_per_a": 1.1, "homo_ev": -7.18, "homo_lumo_gap_ev": 5.984}